The following is a DFT calculation (ωB97M-V/def2-TZVPD) of C80H136Cl3F10N17O24S10 as an isolated structure.

Results
- gap between HOMO and LUMO (eV) = 5.61
- total charge = +4
- LUMO energy (eV) = -8.33
- HOMO energy (eV) = -13.94

Last column: Mulliken charge in e.
Geometry (Å):
1 C 2.917025 0.622983 -2.949524  -0.67
2 C 2.269465 -0.248515 -3.997932  1.21
3 N 3.190190 -1.298004 -4.601440  1.06
4 C 3.565442 -2.196852 -3.474210  -0.84
5 C 2.375240 -2.049628 -5.664199  -0.62
6 C 1.105007 -2.759480 -5.287301  -1.16
7 C 4.477845 -0.763233 -5.267957  -0.21
8 C 4.395164 -0.025159 -6.588253  -1.47
9 O 3.666681 1.161523 -6.454528  -0.06
10 C 3.941565 2.282595 -7.435000  -0.44
11 H 3.752279 1.156104 -3.334638  0.54
12 H 3.159553 0.067793 -2.048827  0.25
13 H 2.258162 1.465270 -2.722539  -0.50
14 H 2.001025 0.365780 -4.850487  -0.15
15 H 1.500112 -0.873338 -3.548740  0.04
16 H 4.073161 -3.089279 -3.818131  0.66
17 H 2.650768 -2.358429 -2.882984  0.12
18 H 4.192300 -1.696852 -2.733535  -0.30
19 H 3.009642 -2.731356 -6.166075  0.58
20 H 2.193613 -1.279630 -6.427423  0.38
21 H 0.255460 -2.091136 -5.055499  0.06
22 H 1.286684 -3.336097 -4.378856  0.11
23 H 0.721848 -3.337707 -6.109757  0.56
24 H 5.019869 -1.659647 -5.513734  0.68
25 H 5.003387 -0.254172 -4.459718  0.02
26 H 4.074429 -0.562371 -7.454976  0.55
27 H 5.460701 0.155272 -6.892402  0.52
28 H 3.583776 1.937904 -8.432505  0.31
29 H 5.034126 2.420588 -7.442525  0.39
30 H 3.349094 3.117631 -7.099419  -0.21
31 C 6.978915 0.858943 -1.541106  -0.28
32 C 6.859384 1.976721 -0.503223  -0.85
33 N 6.057180 1.640124 0.726986  0.95
34 C 6.156077 2.819477 1.639577  -0.81
35 C 4.626873 1.428675 0.264001  -0.19
36 C 3.667911 0.992019 1.344196  -0.44
37 C 6.530296 0.400411 1.471241  -0.17
38 C 8.008176 0.185089 1.480050  -1.18
39 O 8.704617 1.301645 1.983983  -0.41
40 C 8.879962 1.228090 3.445503  -0.67
41 H 5.989356 0.564613 -1.855055  -0.28
42 H 7.442177 -0.067699 -1.236173  -0.05
43 H 7.475769 1.287800 -2.433180  0.58
44 H 6.363336 2.829538 -0.934644  0.74
45 H 7.901792 2.139074 -0.187418  0.44
46 H 5.769757 3.662603 1.082582  0.40
47 H 7.176426 3.069476 1.920687  0.42
48 H 5.596287 2.697076 2.540200  0.25
49 H 4.666408 0.678167 -0.506578  0.15
50 H 4.368870 2.394510 -0.127055  -0.21
51 H 3.564439 1.708951 2.155542  -0.23
52 H 3.920294 0.057938 1.831076  0.20
53 H 2.647685 0.933791 0.942785  0.27
54 H 6.044674 -0.492029 1.039076  0.11
55 H 6.150105 0.431017 2.477772  0.38
56 H 8.420453 -0.024569 0.500321  0.32
57 H 8.247623 -0.694125 2.098921  0.58
58 H 9.236154 2.222497 3.674008  0.28
59 H 9.630082 0.447414 3.708956  0.33
60 H 7.942899 1.004928 3.960060  0.27
61 C -1.536358 4.610930 -2.725201  -0.25
62 C -1.483029 4.179676 -4.233598  -1.22
63 N -0.466777 3.107469 -4.498932  1.12
64 C -0.984086 1.750587 -3.739696  -0.27
65 C -0.578897 2.903072 -5.959613  -0.69
66 C 0.378335 1.879168 -6.556016  -0.63
67 C 0.877215 3.427720 -4.048197  1.83
68 C 1.464307 4.748044 -4.541412  -2.17
69 O 1.635878 4.730051 -5.949148  -0.28
70 C 2.294794 5.901413 -6.474481  -0.83
71 H -1.642676 3.713163 -2.171079  -0.20
72 H -2.373316 5.278998 -2.575211  0.74
73 H -0.642056 5.089200 -2.378370  -0.09
74 H -1.310360 5.044344 -4.873002  0.50
75 H -2.419551 3.712442 -4.469551  0.74
76 H -2.072052 1.753056 -3.748030  0.00
77 H -0.540020 1.836787 -2.752441  0.34
78 H -0.509215 0.895196 -4.233789  -0.23
79 H -0.344684 3.839155 -6.495905  0.62
80 H -1.619373 2.685687 -6.237459  0.58
81 H 1.449447 1.974489 -6.269482  -0.27
82 H 0.342423 2.038847 -7.648961  0.56
83 H 0.060566 0.851087 -6.282431  0.12
84 H 1.522170 2.600222 -4.344989  -0.49
85 H 0.735322 3.430063 -2.975204  -0.86
86 H 2.412246 4.846159 -4.042849  0.82
87 H 0.824808 5.612112 -4.378694  0.40
88 H 2.252674 5.995336 -7.557262  0.30
89 H 3.368353 5.968450 -6.297730  0.33
90 H 1.821285 6.817361 -6.047768  0.30
91 C 0.283155 5.968837 3.547971  -0.61
92 C -0.298719 7.314687 3.914319  -0.40
93 N -0.943791 8.102023 2.737734  0.33
94 C -1.862598 9.125789 3.340409  -1.06
95 C 0.134862 8.846592 1.914969  -0.82
96 C 1.235006 8.041027 1.212079  -0.62
97 C -1.737669 7.186515 1.772692  0.16
98 C -3.183218 6.990303 2.110882  -0.98
99 O -3.356491 6.262466 3.291238  -0.16
100 C -4.777604 5.952833 3.521743  -0.67
101 H -0.497818 5.213637 3.630732  0.21
102 H 0.992568 5.660957 4.291739  0.43
103 H 0.629756 5.878331 2.547727  -0.16
104 H 0.503943 7.948557 4.265361  0.47
105 H -1.093581 7.251552 4.645683  0.38
106 H -2.410724 9.708429 2.585777  0.38
107 H -1.232773 9.807319 3.866283  0.46
108 H -2.603410 8.707200 4.042454  0.36
109 H 0.595723 9.549173 2.584107  0.41
110 H -0.359679 9.404186 1.126601  0.46
111 H 0.784554 7.296857 0.563600  -0.13
112 H 1.949391 7.588019 1.869141  0.34
113 H 1.750713 8.745362 0.528602  0.49
114 H -1.246852 6.211214 1.693438  -0.11
115 H -1.679227 7.693016 0.798888  0.27
116 H -3.666641 6.411101 1.290557  0.39
117 H -3.731167 7.933890 2.130753  0.51
118 H -4.832364 5.364066 4.432130  0.21
119 H -5.122816 5.406419 2.628174  0.17
120 H -5.382737 6.887770 3.575504  0.34
121 C -1.541603 -2.254646 -2.463053  -1.10
122 N -2.365276 -3.410642 -1.922528  0.70
123 C -3.499808 -3.782402 -2.557182  -0.36
124 C -4.198925 -4.884857 -2.157740  -1.29
125 C -3.791383 -5.588376 -0.992153  1.23
126 C -2.680078 -5.112324 -0.322256  -1.17
127 C -1.866861 -4.112233 -0.870531  0.23
128 C -4.628294 -6.693752 -0.557322  -0.05
129 C -4.132370 -8.013260 -0.395198  -0.67
130 C -4.929020 -8.957981 0.182965  -0.14
131 N -6.160755 -8.617225 0.545172  -0.01
132 C -6.671717 -7.437206 0.388987  -0.28
133 C -5.919672 -6.460039 -0.176516  -0.76
134 C -7.073795 -9.635808 1.259660  -0.88
135 H -2.083858 -1.756411 -3.239048  0.32
136 H -0.606547 -2.702753 -2.797336  0.34
137 H -1.468656 -1.596302 -1.574353  0.23
138 H -3.797343 -3.073013 -3.339033  0.65
139 H -4.967188 -5.268767 -2.816190  0.55
140 H -2.346450 -5.638964 0.578258  0.63
141 H -1.048992 -3.589805 -0.401516  -0.03
142 H -3.162545 -8.295989 -0.803593  0.59
143 H -4.645894 -10.014133 0.268315  0.43
144 H -7.633146 -7.275363 0.813560  0.42
145 H -6.299827 -5.462040 -0.236529  0.63
146 H -6.490217 -10.390925 1.753369  0.36
147 H -7.651077 -10.071209 0.436237  0.38
148 H -7.759857 -9.068081 1.863604  0.29
149 C 1.083381 -10.803723 6.462405  -0.93
150 N 1.271636 -9.723884 5.445164  0.08
151 C 1.134108 -9.971790 4.142099  -0.30
152 C 1.506417 -9.082365 3.158202  -0.79
153 C 2.150293 -7.942511 3.525732  0.45
154 C 2.133183 -7.581850 4.914563  -0.81
155 C 1.697520 -8.477369 5.839333  -0.29
156 C 2.842711 -7.108029 2.505437  1.29
157 C 2.100520 -6.755348 1.383553  -0.58
158 C 2.675759 -5.949758 0.422154  -0.36
159 N 3.955580 -5.628084 0.548830  0.41
160 C 4.642726 -5.875364 1.674005  -0.53
161 C 4.144085 -6.671805 2.680352  -0.63
162 C 4.563804 -4.771538 -0.479624  -1.06
163 H 1.137859 -11.768181 5.971861  0.34
164 H 0.112983 -10.716855 6.906463  0.33
165 H 1.881646 -10.716827 7.181084  0.39
166 H 0.768681 -10.970730 3.930686  0.40
167 H 1.522082 -9.325041 2.114996  0.61
168 H 2.712300 -6.708952 5.266233  0.45
169 H 1.752412 -8.348388 6.910417  0.47
170 H 1.092989 -7.017443 1.139547  0.71
171 H 2.147429 -5.626239 -0.497723  -0.19
172 H 5.602754 -5.431602 1.682409  0.65
173 H 4.841553 -6.979226 3.471556  0.53
174 H 5.015540 -3.960824 0.083523  0.42
175 H 3.871820 -4.310581 -1.198030  -0.07
176 H 5.257655 -5.321645 -1.087659  0.53
177 C -10.368718 1.399134 -5.415930  -0.88
178 N -9.332802 1.612970 -4.336158  0.01
179 C -9.591428 2.537196 -3.375669  -0.33
180 C -8.658052 2.834666 -2.441446  -0.85
181 C -7.436880 2.151498 -2.435117  0.62
182 C -7.156073 1.277926 -3.479743  -0.34
183 C -8.144255 0.991290 -4.418753  -0.30
184 C -6.446226 2.303114 -1.340318  1.16
185 C -6.796243 2.484370 -0.009114  -1.70
186 C -5.812797 2.737420 0.899564  -0.55
187 N -4.513148 2.679881 0.574603  0.69
188 C -4.152358 2.346359 -0.692128  -0.31
189 C -5.070056 2.262214 -1.673891  -0.72
190 C -3.498892 2.794291 1.606537  0.37
191 H -9.973845 0.691883 -6.129421  0.30
192 H -10.521077 2.360595 -5.877195  0.38
193 H -11.251977 1.087048 -4.899181  0.36
194 H -10.557419 3.006134 -3.426447  0.51
195 H -8.926473 3.532371 -1.638223  0.52
196 H -6.214557 0.711279 -3.502796  -0.10
197 H -7.980601 0.222007 -5.164062  0.43
198 H -7.810005 2.406103 0.365355  0.66
199 H -6.044656 2.939484 1.919012  1.31
200 H -3.087720 2.238631 -0.838372  0.11
201 H -4.665181 2.100922 -2.672898  0.95
202 H -2.565880 3.039439 1.097676  -0.05
203 H -3.388758 1.838684 2.100412  -0.40
204 H -3.742645 3.580581 2.308348  -0.11
205 C -7.189330 -2.924055 4.359178  -0.89
206 N -5.807871 -2.429983 4.119559  0.40
207 C -5.133240 -2.696226 3.022236  -0.90
208 C -3.779727 -2.428966 2.943388  -0.62
209 C -3.071091 -1.977271 4.093087  0.98
210 C -3.838103 -1.723412 5.240846  -1.23
211 C -5.206117 -1.869205 5.225289  -0.16
212 C -1.613924 -1.912371 4.172212  0.69
213 C -0.843495 -2.877669 3.556158  -0.94
214 C 0.522143 -2.910938 3.799380  -0.88
215 N 1.076949 -2.103037 4.709499  0.64
216 C 0.331542 -1.099072 5.227879  -1.12
217 C -1.005672 -0.964769 4.921576  -0.46
218 C 2.464484 -2.380639 5.141449  -0.40
219 H -7.199783 -3.500244 5.267413  0.38
220 H -7.399249 -3.599192 3.535222  0.34
221 H -7.909975 -2.124620 4.402099  0.31
222 H -5.642800 -3.201705 2.198316  0.52
223 H -3.249810 -2.459311 2.018104  0.74
224 H -3.342773 -1.403330 6.149683  0.56
225 H -5.844688 -1.666592 6.073846  0.52
226 H -1.269387 -3.572397 2.871779  0.70
227 H 1.239236 -3.597155 3.417094  0.55
228 H 0.849322 -0.395951 5.866363  0.67
229 H -1.534604 -0.129995 5.314223  0.83
230 H 3.112800 -1.956021 4.389081  0.02
231 H 2.634964 -3.450775 5.126974  0.09
232 H 2.597649 -1.988552 6.155443  0.35
233 N 6.807672 -2.227950 -4.092317  -0.10
234 S 8.182535 -1.713157 -4.612346  0.91
235 O 8.938886 -2.787265 -5.040655  -0.58
236 O 8.637391 -0.701769 -3.766179  -0.54
237 F 7.681512 -1.038944 -5.898566  -0.21
238 S 6.793722 -3.295768 -2.906728  1.06
239 O 8.038958 -3.604706 -2.259352  -0.63
240 O 5.818230 -4.408635 -3.022650  -0.69
241 F 6.083338 -2.294397 -1.698605  -0.20
242 N -0.674472 -1.680121 0.457036  -0.88
243 S 0.862414 -2.148862 0.591145  0.22
244 O 1.300200 -1.349255 1.691502  -0.09
245 O 1.483216 -1.914903 -0.687543  0.27
246 F 0.751929 -3.627100 0.934186  0.04
247 S -1.096466 -0.217198 0.690238  0.21
248 O -0.681785 0.469384 -0.524205  -0.27
249 O -0.852768 0.141432 2.039020  0.05
250 F -2.690685 -0.550596 0.417728  -0.20
251 N 1.746010 5.336775 -0.852283  -0.47
252 S 3.183819 5.572856 -1.583815  0.94
253 O 3.042354 6.581354 -2.531191  -0.57
254 O 3.948849 4.452924 -2.016570  -0.46
255 F 4.055707 6.322068 -0.383264  -0.36
256 S 0.865751 4.275762 -0.366897  1.35
257 O 0.681082 3.056960 -1.060711  -0.39
258 O -0.366952 4.865905 0.009070  -0.77
259 F 1.596284 3.774933 0.997384  -0.21
260 N -5.737483 1.289568 3.349919  0.08
261 S -7.087862 0.632994 3.614556  1.29
262 O -7.209023 -0.282384 4.707567  -0.64
263 O -7.622843 0.147368 2.370133  -0.71
264 F -8.191677 1.907577 4.023153  -0.44
265 S -4.820635 1.303804 4.704438  0.82
266 O -3.581050 0.712110 4.383758  -0.53
267 O -5.489461 1.122297 5.926372  -0.59
268 F -4.287722 2.849210 4.620006  -0.21
269 N 2.990855 3.127411 5.488545  -0.39
270 S 1.652541 2.941143 6.151637  0.93
271 O 1.525848 1.564941 6.608614  -0.57
272 O 0.543821 3.702181 5.600045  -0.40
273 F 2.100417 3.928756 7.643523  -0.49
274 S 3.688627 1.727632 5.104206  1.02
275 O 2.703558 0.945172 4.192042  -0.46
276 O 4.197568 0.844328 6.102381  -0.65
277 F 4.814678 2.042227 4.185886  -0.09
278 Cl 4.192308 -3.344398 2.478539  -0.56
279 Cl -4.522513 -0.726812 -2.676737  -0.73
280 Cl 0.301561 -5.341564 -1.914413  -0.52

Atomic forces in eV per Å
C -0.62 0.14 0.10
C 0.96 -0.04 -0.37
N -0.38 -0.26 -0.38
C -0.42 0.18 0.86
C -0.10 1.64 -0.75
C -0.58 0.97 1.47
C -0.77 -0.63 -0.07
C 1.30 1.30 0.02
O -0.38 1.99 -0.40
C 0.10 -2.92 0.28
H 1.14 0.10 -0.38
H -0.04 0.17 0.15
H -0.34 -0.45 0.44
H -0.61 -0.06 -0.02
H -0.50 0.49 -0.20
H -0.16 -0.15 -0.09
H 0.19 -0.64 -0.45
H 0.34 0.18 -0.62
H 1.09 -0.83 -0.08
H -0.19 -0.09 0.26
H 0.50 0.10 0.00
H -0.28 -0.57 -0.27
H 0.34 -0.60 -0.25
H 0.40 -0.40 0.31
H 0.07 0.17 -0.42
H -0.80 -1.02 -0.32
H -0.46 0.17 0.67
H 0.34 0.36 0.55
H -0.50 0.37 -0.05
H 0.11 0.29 0.21
C -0.84 0.66 -0.59
C 1.47 -1.55 -0.02
N 0.32 -0.63 0.60
C 0.08 0.78 -0.45
C 0.10 -0.07 1.00
C -0.44 0.60 0.43
C -0.55 -0.90 -0.73
C 1.04 -0.09 0.33
O 0.15 -0.24 1.44
C 0.39 -0.19 -1.42
H -0.35 -0.13 -0.47
H 0.46 0.10 0.13
H -0.03 -0.43 0.58
H 0.16 0.50 -0.09
H -0.60 0.74 0.18
H -0.24 0.27 -0.06
H 0.12 -0.52 -0.34
H -0.37 -0.28 0.02
H 0.08 -0.08 -0.29
H -0.44 0.38 -0.51
H 0.13 0.16 -0.16
H -0.06 -0.34 -0.23
H 0.33 -0.24 -0.14
H 0.16 0.41 -0.16
H -0.22 0.42 0.37
H -0.06 0.00 -0.20
H -0.34 0.01 -0.19
H 0.13 0.02 0.51
H -0.43 0.58 -0.25
H -0.07 0.12 -0.06
C 0.11 -0.29 -2.04
C 0.23 0.84 2.20
N -2.68 -1.58 -0.45
C 1.67 1.75 -0.72
C 0.73 0.10 -1.94
C 0.14 -0.65 0.08
C 0.56 0.51 0.09
C -0.48 -0.19 -0.96
O 0.83 -0.09 -1.06
C -0.33 0.98 0.61
H -0.31 -0.64 0.92
H -0.22 0.08 0.05
H 0.34 0.40 -0.10
H 0.14 -0.26 -0.15
H -0.52 0.04 -0.38
H 0.18 -0.17 -0.11
H -0.37 -0.12 0.30
H -0.41 0.33 -0.08
H -0.11 -0.13 0.80
H 0.22 -0.26 0.45
H -0.87 0.23 -0.15
H -0.04 -0.44 0.46
H 0.21 0.42 -0.52
H 0.02 0.15 0.13
H 0.83 0.15 0.14
H 0.37 0.28 0.24
H -0.05 0.15 0.89
H -0.72 -0.63 -0.07
H 0.06 -0.41 0.71
H 0.31 -0.54 -0.22
C -1.70 -0.53 0.51
C 0.10 0.40 -0.90
N -0.28 -0.69 -0.62
C -0.39 0.21 -0.23
C 0.27 -0.38 -0.11
C -0.85 0.49 -0.52
C 0.63 0.28 -0.01
C -0.93 -0.43 -0.42
O -1.06 -0.21 0.77
C 1.12 0.94 -0.81
H -0.12 -0.09 0.00
H 0.63 0.06 0.12
H 0.79 0.18 -0.65
H -0.05 0.45 0.22
H 0.09 -0.18 0.24
H 0.40 -0.38 -0.04
H 0.37 0.50 0.53
H 0.58 -0.22 -0.43
H 0.02 0.35 0.49
H -0.54 0.11 0.19
H 0.09 -0.31 -0.05
H 0.35 -0.20 0.34
H -0.16 -0.29 0.53
H 0.09 0.45 0.02
H -0.04 -0.26 0.22
H 0.48 0.28 -0.04
H -0.07 0.18 0.15
H -0.07 0.05 -0.10
H -0.13 -0.12 0.35
H 0.45 -0.57 0.20
C -0.55 -0.73 1.70
N 0.23 -0.13 -0.37
C 0.70 0.86 -0.17
C 0.19 -0.66 0.15
C 0.31 1.76 -1.61
C 0.58 -1.15 0.47
C -1.12 1.16 -0.63
C 1.07 -1.58 0.79
C 0.43 0.68 -0.69
C 0.53 -0.67 -0.78
N -1.20 -3.14 2.19
C -0.15 1.24 -0.09
C -0.31 1.21 -0.11
C 0.27 0.64 -2.19
H -0.41 0.05 -0.40
H 0.12 0.17 0.23
H 0.54 -0.26 -0.99
H -0.05 -0.66 0.17
H -0.28 0.17 0.27
H -0.01 0.34 -0.29
H -0.20 -0.69 0.08
H -0.11 0.18 0.33
H -0.12 0.57 0.16
H -0.66 0.19 -0.02
H -0.32 0.37 -0.14
H 0.16 -0.03 0.36
H 0.07 -0.24 0.35
H 0.07 -0.06 0.57
C 0.09 0.28 -0.76
N 0.19 0.91 0.10
C -0.42 -1.04 0.03
C 0.16 -0.61 0.07
C 0.50 1.54 1.47
C 1.41 0.27 -0.83
C -0.15 -1.30 0.08
C -0.77 -0.44 0.77
C 0.34 0.91 -0.76
C -0.20 -0.70 -0.45
N -0.44 0.60 -0.51
C 0.03 0.34 -0.55
C 0.19 -0.36 -0.23
C 0.22 0.73 -0.02
H 0.15 -0.03 -0.14
H -0.45 0.21 0.41
H 0.10 -0.01 0.28
H 0.06 0.12 -0.23
H -0.37 -0.51 -0.28
H -0.76 -0.32 -0.30
H 0.07 0.23 -0.01
H -0.54 -0.40 0.52
H 0.19 -0.25 0.62
H 0.89 -0.01 0.15
H -0.73 0.27 -0.15
H 0.35 0.09 -0.18
H -0.38 -0.52 0.65
H 0.47 -0.32 0.12
C 1.01 0.45 1.02
N -0.07 0.06 -0.86
C -0.05 -0.55 -1.03
C 0.18 0.12 1.43
C 0.02 -0.09 -0.05
C -0.15 -0.51 -0.21
C 0.34 0.42 0.97
C 0.82 0.24 -0.68
C -0.50 -0.06 -0.69
C 0.64 0.06 0.19
N -0.89 -0.64 -0.78
C 0.80 0.84 1.47
C -0.93 -0.35 -0.65
C 0.97 0.19 -0.22
H -0.17 -0.22 -0.04
H -0.14 0.22 -0.30
H -0.62 -0.42 -0.12
H -0.19 0.09 0.03
H 0.22 -0.22 -0.46
H -0.25 0.04 0.04
H -0.26 0.26 -0.14
H -0.01 0.15 -0.20
H 0.03 0.19 0.43
H 0.06 -0.08 -0.15
H -0.58 -0.08 0.21
H 0.08 0.06 0.21
H -0.01 -0.15 0.25
H -0.13 0.02 0.12
C 0.23 -0.63 -1.08
N -0.52 0.15 2.49
C 0.76 -0.26 -0.99
C 0.82 0.95 1.37
C -1.94 -0.85 -0.75
C -0.10 -0.10 0.02
C 0.57 -1.04 -0.79
C -0.60 -0.72 -0.79
C 1.24 0.04 -0.10
C -0.54 0.06 0.63
N -1.16 0.37 0.40
C 1.00 0.10 -0.17
C 1.23 0.58 0.94
C -0.18 0.48 0.23
H 0.08 -0.11 0.39
H -0.26 -0.01 -0.05
H 0.05 0.12 -0.07
H -0.07 0.45 0.33
H 0.16 -0.45 -0.62
H -0.18 0.08 -0.03
H 0.08 -0.01 -0.13
H -0.22 -0.49 -0.32
H 0.12 -0.66 -0.66
H 0.07 0.09 0.08
H -0.30 0.48 0.31
H 0.38 0.35 0.10
H -0.16 -0.11 0.02
H 0.11 0.13 -0.44
N -2.69 -2.51 1.94
S -0.69 -0.53 0.81
O 2.48 -1.75 -1.01
O 1.32 1.90 0.77
F -0.62 0.98 -1.08
S -0.42 -0.17 0.96
O -0.78 0.24 -0.86
O 1.49 2.81 -0.39
F 0.14 -0.93 -1.04
N 0.12 -4.00 0.07
S -1.70 6.93 -1.17
O 1.89 -1.58 0.69
O 0.43 -1.81 0.69
F 0.06 -1.17 0.08
S 1.10 -2.46 -2.85
O -1.16 1.45 1.83
O -1.26 1.93 0.08
F 0.77 1.20 0.87
N 4.47 3.04 -2.46
S 0.22 0.13 2.37
O -0.76 1.92 -1.24
O -0.27 -0.95 1.05
F -1.44 -1.57 -1.22
S -0.96 -2.61 3.04
O 0.70 -1.33 -1.16
O -1.30 0.77 1.22
F -0.61 0.47 -0.76
N 1.58 0.50 1.98
S -5.20 -0.28 -0.85
O -0.14 1.14 0.12
O 0.26 0.63 0.15
F 2.26 -1.95 -0.65
S 1.53 3.27 -1.66
O 0.84 -1.22 0.00
O 0.17 0.14 0.59
F -1.41 -0.67 0.41
N 3.76 -0.15 -2.24
S -1.59 1.00 4.15
O -1.34 1.73 0.15
O 1.50 -1.24 0.85
F -1.39 -2.02 -2.72
S -7.45 -5.68 -0.95
O 2.94 2.59 2.07
O 0.86 1.39 0.39
F 2.23 1.79 -1.02
Cl -0.24 0.11 0.19
Cl -0.09 0.20 -0.13
Cl -0.19 0.01 0.05